Entry 1:
{
  "formula": "C57H42Cl3FN4O3S8Sn",
  "method": "the ωB97M-V functional and the def2-TZVPD basis",
  "gap_ev": 5.654,
  "energy_ha": -7522.464551,
  "e_above_lowest_ev": 0.000,
  "e_lumo_ha": 0.1270,
  "charge": -2,
  "elements": ["Sn", "N", "C", "S", "N", "N", "C", "C", "C", "C", "C", "C", "C", "C", "C", "C", "C", "C", "N", "H", "H", "H", "H", "H", "H", "H", "H", "H", "H", "H", "Cl", "C", "C", "C", "Cl", "C", "O", "C", "Cl", "C", "H", "H", "C", "C", "C", "C", "C", "C", "C", "S", "O", "C", "C", "C", "C", "C", "C", "C", "C", "C", "C", "C", "C", "C", "C", "C", "C", "C", "C", "C", "C", "S", "O", "C", "C", "C", "C", "C", "C", "C", "H", "H", "H", "H", "H", "H", "H", "H", "H", "H", "H", "H", "H", "H", "H", "H", "H", "H", "H", "H", "H", "H", "H", "H", "H", "H", "F", "C", "S", "C", "C", "S", "S", "C", "S", "S", "H", "H", "H"],
  "positions_angstrom": [[2.109, 0.056, -0.262], [1.211, -4.767, 0.169], [1.723, -3.530, -0.165], [1.474, -2.307, 1.041], [2.314, -3.501, -1.325], [2.836, -2.297, -1.701], [3.316, -2.273, -2.890], [3.272, -3.454, -3.807], [4.445, -4.110, -4.158], [4.415, -5.193, -5.029], [3.207, -5.621, -5.561], [2.031, -4.966, -5.210], [2.061, -3.893, -4.334], [3.876, -1.006, -3.422], [4.007, -0.815, -4.800], [4.452, 0.408, -5.265], [4.769, 1.403, -4.353], [4.613, 1.120, -3.004], [4.184, -0.050, -2.548], [0.427, -4.722, 0.798], [1.098, -5.374, -0.629], [5.386, -3.772, -3.740], [5.335, -5.702, -5.291], [3.182, -6.454, -6.253], [1.084, -5.296, -5.621], [1.151, -3.376, -4.054], [3.719, -1.597, -5.489], [4.530, 0.588, -6.331], [5.114, 2.377, -4.673], [4.833, 1.868, -2.249], [8.638, 3.873, 2.207], [7.351, 2.748, 1.794], [6.106, 3.226, 1.432], [5.100, 2.336, 1.106], [3.549, 2.988, 0.641], [5.251, 0.916, 1.110], [4.353, 0.086, 0.815], [6.575, 0.513, 1.493], [6.900, -1.198, 1.534], [7.591, 1.383, 1.825], [5.913, 4.290, 1.401], [8.562, 0.996, 2.105], [-0.234, 0.801, 8.838], [-0.103, 0.675, 7.342], [0.650, 1.592, 6.611], [0.792, 1.467, 5.238], [0.158, 0.423, 4.584], [-0.572, -0.516, 5.294], [-0.708, -0.380, 6.667], [0.388, 0.215, 2.812], [1.729, 0.804, 2.511], [-0.843, 1.439, 2.301], [-0.398, 2.764, 2.119], [-1.234, 3.683, 1.571], [-2.546, 3.319, 1.169], [-3.408, 4.243, 0.528], [-4.658, 3.871, 0.121], [-5.115, 2.555, 0.351], [-4.306, 1.643, 0.967], [-2.994, 1.995, 1.375], [-2.098, 1.037, 1.938], [-2.581, -0.359, 2.183], [-3.311, -0.591, 3.394], [-3.566, 0.451, 4.327], [-4.256, 0.212, 5.480], [-4.734, -1.085, 5.773], [-4.501, -2.108, 4.899], [-3.788, -1.889, 3.693], [-3.531, -2.939, 2.780], [-2.847, -2.701, 1.628], [-2.383, -1.405, 1.312], [-1.391, -1.342, -0.243], [-1.450, -2.757, -0.727], [-2.581, -0.444, -1.261], [-3.577, -1.138, -1.927], [-4.358, -0.469, -2.862], [-4.132, 0.874, -3.154], [-4.928, 1.588, -4.215], [-3.120, 1.546, -2.472], [-2.340, 0.895, -1.532], [0.031, 1.805, 9.171], [0.426, 0.096, 9.348], [-1.254, 0.591, 9.162], [1.144, 2.409, 7.127], [1.405, 2.157, 4.670], [-1.035, -1.347, 4.774], [-1.286, -1.110, 7.222], [0.634, 3.000, 2.351], [-0.894, 4.695, 1.385], [-3.048, 5.250, 0.352], [-5.297, 4.581, -0.389], [-6.102, 2.262, 0.017], [-4.652, 0.629, 1.127], [-3.189, 1.444, 4.118], [-4.432, 1.020, 6.179], [-5.286, -1.263, 6.688], [-4.861, -3.108, 5.113], [-3.878, -3.939, 3.018], [-2.623, -3.489, 0.920], [-3.700, -2.198, -1.741], [-5.131, -1.010, -3.398], [-5.613, 0.905, -4.719], [-4.264, 2.024, -4.965], [-5.514, 2.405, -3.786], [-2.912, 2.585, -2.708], [-1.512, 1.394, -1.039], [0.264, 1.142, -0.011], [-2.046, -0.783, -5.583], [-0.651, 0.105, -6.327], [-0.370, 1.332, -5.116], [0.095, 1.112, -3.853], [0.466, -0.366, -3.097], [0.243, 2.603, -2.911], [-0.288, 3.738, -4.088], [-0.390, 5.380, -3.831], [-0.736, 2.983, -5.557], [-2.257, -1.634, -6.231], [-2.920, -0.138, -5.518], [-1.755, -1.130, -4.591]],
  "forces_ev_per_angstrom": [[0.31, 0.00, -0.32], [0.07, -0.04, 0.12], [-0.13, 0.03, -0.05], [0.20, 0.13, -0.08], [0.01, -0.01, -0.05], [0.02, 0.01, 0.04], [-0.04, -0.05, 0.03], [0.01, 0.01, 0.09], [0.00, -0.01, -0.01], [-0.02, 0.01, 0.00], [0.00, 0.04, 0.00], [0.03, -0.01, 0.00], [-0.01, 0.03, -0.03], [-0.13, -0.04, -0.02], [-0.03, 0.00, -0.01], [0.00, 0.01, 0.01], [0.00, -0.01, 0.01], [-0.02, -0.04, 0.00], [0.04, 0.09, 0.11], [-0.03, 0.00, -0.03], [-0.04, 0.01, -0.03], [0.00, 0.00, -0.01], [0.00, 0.01, 0.00], [-0.01, -0.02, 0.02], [0.00, 0.01, 0.00], [-0.01, 0.02, 0.00], [0.00, 0.00, 0.02], [0.01, 0.00, 0.01], [-0.01, 0.00, 0.01], [0.00, 0.01, 0.02], [-0.04, -0.04, -0.01], [0.04, -0.02, 0.01], [-0.06, 0.06, -0.01], [0.09, 0.12, 0.01], [0.03, -0.02, -0.01], [0.14, -0.08, 0.05], [-0.16, 0.00, 0.06], [0.03, 0.04, 0.02], [-0.01, 0.03, 0.00], [-0.02, -0.02, -0.01], [-0.01, -0.01, 0.00], [0.00, 0.01, 0.00], [0.00, 0.01, -0.04], [-0.02, 0.01, 0.00], [0.00, 0.00, -0.01], [-0.03, 0.03, 0.05], [0.14, -0.06, 0.02], [-0.03, 0.00, -0.04], [0.02, 0.00, 0.03], [-0.03, 0.19, -0.03], [-0.31, -0.10, 0.04], [-0.02, -0.06, -0.14], [0.02, 0.01, 0.01], [-0.03, 0.03, 0.00], [-0.03, 0.02, -0.02], [0.02, -0.01, 0.03], [-0.01, -0.04, 0.01], [0.01, 0.05, -0.01], [0.01, 0.00, 0.05], [-0.04, 0.01, -0.01], [0.01, -0.08, 0.13], [0.04, 0.05, 0.00], [-0.03, 0.03, -0.02], [0.00, 0.00, -0.03], [-0.02, -0.03, -0.01], [0.01, 0.05, -0.01], [0.01, -0.01, 0.01], [-0.02, -0.01, -0.02], [-0.02, 0.03, 0.05], [0.00, -0.01, -0.04], [0.05, -0.05, 0.00], [-0.23, -0.26, -0.03], [-0.06, 0.24, 0.02], [0.06, -0.01, -0.02], [-0.04, 0.03, 0.06], [0.01, 0.04, 0.05], [-0.06, -0.04, 0.05], [0.00, -0.03, 0.04], [-0.04, 0.03, -0.03], [0.05, 0.00, 0.04], [0.00, 0.00, 0.01], [0.00, 0.00, 0.00], [0.00, 0.00, 0.00], [-0.01, 0.00, 0.00], [0.01, -0.02, 0.00], [0.03, -0.01, 0.01], [-0.01, 0.01, -0.01], [0.00, -0.01, -0.02], [0.00, -0.01, -0.01], [0.01, -0.01, -0.02], [0.00, 0.00, 0.01], [0.00, 0.00, 0.01], [0.01, -0.01, -0.04], [-0.01, -0.01, 0.00], [0.00, 0.00, 0.00], [0.01, -0.01, 0.01], [0.01, 0.00, -0.01], [-0.01, 0.00, -0.01], [0.00, 0.01, -0.01], [0.01, 0.00, -0.02], [0.01, 0.01, -0.02], [0.00, 0.00, 0.00], [0.00, 0.01, 0.00], [0.01, 0.00, 0.00], [0.00, 0.00, 0.01], [0.01, -0.04, -0.02], [0.15, -0.11, 0.11], [0.07, 0.08, -0.03], [-0.03, -0.07, 0.03], [0.01, 0.04, -0.07], [-0.09, 0.11, 0.12], [0.16, -0.22, -0.08], [0.12, 0.01, 0.01], [-0.03, -0.06, -0.03], [-0.01, 0.03, 0.02], [-0.03, 0.01, 0.01], [-0.02, -0.02, 0.02], [0.01, -0.04, -0.02], [-0.02, -0.01, -0.02]]
}

Entry 2:
{
  "formula": "C2H3BrO2P",
  "method": "the ωB97M-V functional and the def2-TZVPD basis",
  "gap_ev": 7.228,
  "energy_ha": -3143.911608,
  "e_above_lowest_ev": 2.318,
  "e_lumo_ha": 0.1341,
  "charge": -1,
  "smiles": "[O-]P(Br)/C=C\\O",
  "elements": ["O", "P", "Br", "C", "C", "O", "H", "H", "H"],
  "positions_angstrom": [[1.771, -1.956, -0.374], [0.677, -1.395, -1.254], [1.599, 0.450, -2.004], [-0.355, -0.515, 0.164], [-0.837, 0.590, 0.763], [-0.852, 1.948, 0.472], [-0.563, -1.420, 0.760], [-1.290, 0.437, 1.686], [-0.150, 1.862, -0.213]],
  "forces_ev_per_angstrom": [[-0.03, -0.61, -0.31], [-1.02, -0.78, 2.10], [0.94, 2.41, -1.13], [-0.13, -0.22, -0.54], [0.00, -0.99, -0.28], [1.72, -1.55, -1.51], [-0.05, 0.53, 0.11], [-0.98, -0.15, 1.65], [-0.43, 1.35, -0.10]]
}

Entry 3:
{
  "formula": "C4H6O",
  "method": "the ωB97M-V functional and the def2-TZVPD basis",
  "gap_ev": 10.328,
  "energy_ha": -231.136006,
  "e_above_lowest_ev": 2.387,
  "e_lumo_ha": 0.0257,
  "charge": 0,
  "smiles": "C#CC.C=O",
  "elements": ["C", "C", "C", "H", "H", "H", "H", "C", "O", "H", "H"],
  "positions_angstrom": [[-0.903, -0.242, -2.416], [-1.001, 0.006, -1.226], [-1.382, 0.298, 0.173], [-0.677, -0.395, -3.465], [-2.042, 1.207, 0.216], [-1.949, -0.536, 0.587], [-0.446, 0.366, 0.677], [2.103, -0.240, 1.355], [1.085, 0.099, 1.867], [2.978, -0.404, 2.019], [2.235, -0.158, 0.213]],
  "forces_ev_per_angstrom": [[0.50, 0.38, 1.00], [-1.06, -0.35, -1.68], [-0.73, 0.22, -1.32], [-0.22, 0.03, 0.77], [0.95, -0.73, 0.07], [0.05, -0.05, -0.03], [0.10, 0.56, 0.94], [1.19, 1.12, -1.01], [-0.85, -0.12, 0.54], [0.09, -0.50, -0.55], [-0.01, -0.57, 1.26]]
}

Entry 4:
{
  "formula": "C5H5N3O2",
  "method": "the ωB97M-V functional and the def2-TZVPD basis",
  "gap_ev": 9.230,
  "energy_ha": -508.026935,
  "e_above_lowest_ev": 6.723,
  "e_lumo_ha": -0.0071,
  "charge": 0,
  "smiles": "N#CC/C=N\\C=C=[N+]([O-])O",
  "elements": ["N", "C", "C", "C", "N", "C", "C", "N", "O", "O", "H", "H", "H", "H", "H"],
  "positions_angstrom": [[1.532, -1.788, 1.142], [0.428, -1.487, 1.254], [-0.945, -1.204, 1.365], [-1.435, -1.392, -0.148], [-1.406, -0.593, -1.108], [-0.854, 0.612, -1.070], [0.321, 0.899, -0.520], [1.288, 1.726, -0.373], [1.695, 2.439, 0.547], [2.141, 1.704, -1.511], [-1.045, -0.239, 1.734], [-1.478, -1.962, 1.969], [-1.698, -2.390, -0.131], [-1.481, 1.362, -1.699], [2.936, 2.313, -1.450]],
  "forces_ev_per_angstrom": [[-0.06, 0.10, -0.04], [2.18, -0.93, 0.47], [-1.51, -1.01, -1.98], [0.83, 1.55, 2.69], [-1.03, -3.02, -0.21], [0.49, 3.68, -0.87], [-0.71, 0.54, 0.18], [1.49, 0.77, -0.76], [-0.79, -0.46, 0.15], [0.60, -0.10, -1.08], [-0.55, 1.85, 0.75], [0.33, 0.53, -0.18], [-1.10, -2.05, -1.48], [1.39, -0.81, 1.31], [-1.56, -0.64, 1.05]]
}